1.
Entry from the Open Molecules 2025 dataset: an isolated ion of composition C3H6NO2 and charge -1 (the ωB97M-V functional and the def2-TZVPD basis).

Calculated values
**Total charge**: -1
**Structure (SMILES)**: CC(=O)NC[O-]
**Relative energy (zero: lowest compared OMol25 entry of this formula, charge and spin)**: 125.9 kJ/mol
**Frontier orbital gap**: 7.400 eV

Last column: Löwdin charge in e.
Element x y z (Å)
O 0.821 -1.439 -1.241  -0.287
O -0.687 1.741 1.229  -0.060
N -0.122 -0.401 0.754  0.056
C -0.269 1.186 -1.071  -0.032
C 0.596 -1.577 0.032  -0.529
C -0.358 0.875 0.405  -0.589
H 1.501 -1.702 0.707  0.075
H 0.606 0.682 -1.472  0.053
H -0.077 -0.517 1.759  0.107
H -0.063 -2.443 0.320  0.071
H -0.233 2.259 -1.191  0.061
H -1.112 0.695 -1.547  0.076

***

2.
Entry from the Open Molecules 2025 dataset: a 2-piece molecular cluster, C2H9NO overall at a distorted geometry (the ωB97M-V functional and the def2-TZVPD basis).

Calculated values
**Structure (SMILES)**: COC.N
**Relative energy (zero: lowest compared OMol25 entry of this formula, charge and spin)**: 118.1 kJ/mol
**Frontier orbital gap**: 10.579 eV

Last column: Löwdin charge in e.
Element x y z (Å)
O 0.560 0.273 -0.190  -0.261
N -2.325 -0.938 0.012  0.018
C 1.020 -0.822 0.506  -0.145
C 0.925 1.619 -0.269  -0.105
H -2.102 0.003 -0.275  -0.007
H 1.432 1.811 -1.223  0.082
H 2.060 -0.738 0.837  0.084
H -1.504 -1.455 -0.284  -0.012
H -0.001 2.178 -0.292  0.081
H -3.087 -1.198 -0.615  0.010
H 0.395 -0.940 1.392  0.085
H 1.006 -1.721 -0.111  0.084
H 1.621 1.927 0.512  0.086

***

3.
Entry from the Open Molecules 2025 dataset: C36H27ClFeN3OP as an isolated structure at a distorted geometry (the ωB97M-V functional and the def2-TZVPD basis).

Calculated values
**Relative energy (zero: lowest compared OMol25 entry of this formula, charge and spin)**: 261.0 kJ/mol
**2S+1**: 5
**<S²>**: 6.020
**Frontier orbital gap (alpha / beta)**: 5.189 / 4.980 eV

Last column: Löwdin charge in e.
Element x y z (Å)
Fe -0.751 0.316 0.512  0.779
Cl -7.405 1.313 1.904  0.627
P 2.186 0.413 -1.468  1.044
O -3.260 -1.442 4.637  -0.031
N -2.034 1.972 2.549  0.064
N 0.159 0.123 2.181  -0.035
N -2.050 -0.978 0.370  0.123
C 3.938 -0.691 -5.026  -0.100
C 1.265 -3.520 -1.451  -0.076
C -1.792 2.148 -3.005  -0.092
C 2.455 -0.361 2.729  -0.084
C 0.396 1.457 2.577  -0.141
C -6.158 -0.942 2.694  -0.151
C 1.144 -0.765 2.493  -0.084
C 2.089 -1.271 -0.904  -0.395
C 3.094 -0.683 -3.911  -0.101
C 4.648 1.534 -4.571  -0.078
C -0.715 2.402 2.694  -0.228
C -6.006 0.397 2.325  -0.703
C 1.960 3.331 2.668  -0.031
C 2.971 -3.272 0.233  -0.084
C 0.195 0.863 -3.377  -0.109
C 3.106 0.409 -3.016  -0.393
C -3.182 -3.320 0.253  -0.006
C -2.535 -2.032 0.408  -0.115
C 1.274 -2.134 -1.658  -0.126
C -4.720 0.982 2.360  -0.068
C -3.963 -1.003 3.720  -0.433
C 3.847 1.542 -3.405  -0.084
C -0.437 1.378 -1.155  -0.258
C -0.420 3.779 2.674  -0.009
C 0.898 4.240 2.684  -0.067
C 0.558 0.914 -2.024  -0.437
C -1.490 2.140 -1.637  -0.131
C 2.980 -1.872 0.049  -0.092
C -3.726 0.349 3.078  -0.175
C -0.967 1.435 -3.870  -0.095
C 2.794 0.967 2.764  0.016
C 4.692 0.407 -5.403  -0.091
C 2.162 -4.112 -0.538  -0.075
C -2.410 0.881 3.244  -0.082
C -5.171 -1.632 3.279  -0.066
C 1.747 1.914 2.667  -0.148
H -3.782 -3.470 1.132  0.078
H 3.833 -1.569 -5.695  0.111
H -5.260 -2.669 3.566  0.103
H 3.922 2.409 -2.740  0.101
H 3.696 -1.248 0.550  0.083
H 0.605 -4.146 -2.012  0.091
H -7.166 -1.330 2.488  0.106
H 5.273 2.360 -4.805  0.087
H 2.928 3.777 2.545  0.101
H 3.241 -1.084 2.847  0.104
H 5.287 0.424 -6.345  0.116
H -3.797 -3.215 -0.653  0.110
H -4.509 1.927 1.902  0.099
H 2.211 -5.172 -0.384  0.096
H 0.852 -1.825 2.588  0.136
H 2.540 -1.619 -3.694  0.101
H 3.743 -3.754 0.871  0.113
H -1.275 1.348 -4.946  0.117
H 0.696 -1.751 -2.521  0.107
H -2.387 -4.099 0.158  0.111
H 3.816 1.293 2.904  0.127
H -1.237 4.454 2.666  0.101
H -2.161 2.630 -0.963  0.085
H -1.748 0.345 3.945  0.130
H 1.103 5.310 2.673  0.108
H 0.886 0.372 -4.052  0.085
H -2.678 2.726 -3.350  0.113

***

4.
Entry from the Open Molecules 2025 dataset: C10H14NaTe as an isolated structure at a distorted geometry (the ωB97M-V functional and the def2-TZVPD basis).

Calculated values
**Total charge**: -1
**Frontier orbital gap**: 3.630 eV

Last column: Löwdin charge in e.
Element x y z (Å)
Te 6.332 -0.409 1.031  -0.893
Na 3.607 -0.284 0.574  -0.134
C 0.896 1.817 -1.955  -0.075
C 0.719 -1.311 1.049  -0.038
C -1.578 1.805 -2.185  -0.097
C -0.365 0.960 -1.813  -0.369
C -0.392 0.238 -0.423  -0.173
C -1.553 -0.657 1.512  -0.047
C -1.540 0.182 0.376  -0.020
C -0.531 -2.402 2.919  -0.060
C -0.457 -1.437 1.775  -0.311
C 0.763 -0.465 -0.063  -0.056
H 1.076 2.457 -1.072  0.099
H 0.833 2.399 -2.858  0.063
H -1.523 2.282 -3.157  0.068
H -0.112 -1.974 3.857  0.094
H 1.592 -1.859 1.457  0.118
H 1.605 -0.427 -0.751  0.082
H -2.505 0.591 0.157  0.094
H -1.725 2.698 -1.569  0.084
H -2.515 1.247 -2.174  0.070
H -2.484 -0.786 2.103  0.119
H -1.590 -2.581 3.226  0.081
H 1.769 1.088 -2.114  0.093
H -0.030 -3.318 2.626  0.077
H -0.291 0.147 -2.529  0.133

***

5.
Entry from the Open Molecules 2025 dataset: a 2-piece molecular cluster, C2H10NS2 overall at a distorted geometry (the ωB97M-V functional and the def2-TZVPD basis).

Calculated values
**Total charge**: +1
**Relative energy (zero: lowest compared OMol25 entry of this formula, charge and spin)**: 122.2 kJ/mol
**Frontier orbital gap**: 8.229 eV

Last column: Löwdin charge in e.
Element x y z (Å)
S 2.321 0.213 -1.123  0.314
S 1.897 -1.171 0.440  0.375
N -1.606 1.692 -0.100  0.162
C -1.092 1.051 1.285  0.071
C 0.853 -2.398 -0.394  -0.485
H -1.142 1.925 1.940  0.106
H 0.033 -2.612 0.273  0.013
H -1.661 0.162 1.455  0.095
H 0.475 -1.983 -1.443  0.068
H -0.053 0.860 1.130  0.026
H 1.493 -3.173 -0.771  0.015
H -1.638 1.057 -0.881  0.147
H -0.945 2.399 -0.467  0.169
H -2.468 2.214 -0.112  0.152
H 3.532 -0.237 -1.231  -0.229

***

6.
Entry from the Open Molecules 2025 dataset: a 2-piece molecular cluster, C4H6IP overall at a distorted geometry (the ωB97M-V functional and the def2-TZVPD basis).

Calculated values
**Relative energy (zero: lowest compared OMol25 entry of this formula, charge and spin)**: 722.5 kJ/mol
**Frontier orbital gap (alpha / beta)**: 7.067 / 8.298 eV

Last column: Löwdin charge in e.
Element x y z (Å)
I -2.731 -0.225 -1.962  0.718
P 1.284 -2.025 0.317  0.790
C -2.297 1.229 -0.580  -0.597
C 1.577 0.782 -0.471  -0.069
C 0.355 0.695 -0.091  -0.065
C 1.224 -0.227 0.687  -0.580
H -2.064 2.206 -0.945  -0.043
H 1.399 -2.430 1.646  -0.129
H -2.601 1.067 0.437  -0.037
H -0.092 -2.243 0.306  -0.128
H 2.410 1.116 -1.034  0.077
H 1.535 0.054 1.691  0.062

***

| no. | energy (eV) | M (g mol⁻¹) |
| --- | --- | --- |
| 1 | -8793.912 | 88.09 |
| 2 | -5756.300 | 63.10 |
| 3 | -100482.079 | 639.90 |
| 4 | -22307.069 | 284.81 |
| 5 | -25389.248 | 112.24 |
| 6 | -21627.379 | 211.97 |